# 1
The following is a DFT calculation (ωB97M-V with the def2-TZVPD basis set) of a molecular structure, C9H20NO2 at a distorted geometry.

Net charge: +1
Frontier orbital gap in eV: 10.121
Relative energy (zero: lowest compared OMol25 entry of this formula, charge and spin) in eV: 5.362
LUMO level in eV: -3.129

Element x y z (Å)
C (2.61069, -0.55736, 0.45556)
C (2.96917, 0.58603, 1.31296)
C (3.32182, 0.10771, -0.57172)
C (1.84373, 1.40261, 1.96865)
C (-1.99382, 0.11097, 1.62630)
C (-2.60738, 1.13169, -0.57269)
C (-0.19912, -2.31203, -1.09624)
C (0.27698, -0.40064, -2.31966)
C (-1.90059, -0.03844, 0.09406)
N (0.25193, -0.95477, -0.92391)
O (3.55036, 1.25280, 0.05490)
O (-0.48883, -0.19605, 0.00075)
H (2.61883, -1.45163, 0.92176)
H (1.50733, -0.73263, -0.52263)
H (3.87684, 0.48359, 1.96888)
H (3.67560, 0.10020, -1.62079)
H (1.29113, 0.63623, 2.54612)
H (1.19175, 1.78645, 1.16381)
H (2.33950, 2.14301, 2.64819)
H (-2.95921, 0.19125, 2.10538)
H (-1.65222, -0.86712, 2.00759)
H (-1.26163, 0.93078, 1.83457)
H (-3.58583, 0.83359, -0.78379)
H (-2.00357, 1.47521, -1.54493)
H (-2.56471, 2.07219, -0.06509)
H (-0.08485, -2.89102, -0.18779)
H (-1.33408, -2.30861, -1.35247)
H (0.38443, -2.78357, -1.93723)
H (-0.82337, -0.46082, -2.64973)
H (0.66255, 0.57507, -2.22732)
H (0.99144, -1.08329, -2.92136)
H (-2.38624, -0.95440, -0.15856)

Löwdin population analysis, charges in e, atoms 1 to 6:
1 C -0.067
2 C -0.263
3 C -0.050
4 C -0.010
5 C -0.023
6 C -0.025

---

# 2
The following is a DFT calculation (ωB97M-V with the def2-TZVPD basis set) of a single C21H24N2O3 molecule.

Frontier orbital gap in eV: 9.064
Relative energy (zero: lowest compared OMol25 entry of this formula, charge and spin) in eV: 1.788
LUMO level in eV: 0.706

Element x y z (Å)
C (-2.49106, -1.05524, -2.94634)
C (-2.05151, -1.92336, -1.77863)
O (-0.79202, -1.45306, -1.34028)
C (-0.17502, -2.08588, -0.30435)
C (-0.67829, -3.20920, 0.34199)
C (0.03433, -3.80090, 1.37161)
C (1.25586, -3.28919, 1.76390)
C (1.75671, -2.16378, 1.13129)
C (1.05661, -1.55255, 0.10740)
C (1.55279, -0.26792, -0.52615)
N (2.98258, -0.09608, -0.38503)
C (3.70660, 0.32148, -1.58023)
C (3.90254, 1.83413, -1.45314)
H (2.98970, 2.35896, -1.74088)
H (4.72780, 2.20349, -2.05803)
C (4.14795, 1.98090, 0.04544)
H (5.18672, 1.75013, 0.28368)
H (3.90654, 2.96946, 0.43210)
C (3.21373, 0.92033, 0.64503)
C (1.84115, 1.51294, 0.96065)
O (1.61143, 2.42598, 1.72043)
N (0.95268, 0.86536, 0.18172)
C (-0.44654, 1.06110, 0.20656)
C (-1.20369, 0.58927, 1.26658)
C (-2.57670, 0.76444, 1.28191)
C (-3.20517, 1.42201, 0.23037)
C (-2.43600, 1.90541, -0.83029)
C (-1.07050, 1.72516, -0.84306)
H (-0.48029, 2.09965, -1.66565)
H (-2.93900, 2.42724, -1.62984)
O (-4.54641, 1.64072, 0.13475)
C (-5.37350, 1.22253, 1.19306)
H (-6.38252, 1.52208, 0.91402)
H (-5.34328, 0.13561, 1.32345)
H (-5.09910, 1.70909, 2.13429)
H (-3.14121, 0.38482, 2.11899)
H (-0.71512, 0.08069, 2.08416)
H (3.63434, 0.48032, 1.55522)
H (4.67944, -0.18202, -1.57090)
H (3.17533, 0.02421, -2.48471)
H (1.23628, -0.25264, -1.57770)
H (2.70969, -1.75307, 1.42192)
H (1.81374, -3.75698, 2.56034)
H (-0.37446, -4.67141, 1.86308)
H (-1.62737, -3.63128, 0.05202)
H (-1.97289, -2.97261, -2.09614)
H (-2.78063, -1.85324, -0.95981)
H (-2.57799, -0.02212, -2.62246)
H (-3.45261, -1.39782, -3.31772)
H (-1.75867, -1.11210, -3.74706)

Löwdin population analysis, charges in e, atoms 1 to 6:
1 C -0.049
2 C -0.246
3 O -0.061
4 C -0.224
5 C -0.018
6 C -0.085

---

# 3
The following is a DFT calculation (ωB97M-V with the def2-TZVPD basis set) of a molecular structure, C52H67AsBBaN8OPS4Si2Te at a distorted geometry.

Net charge: -2
Frontier orbital gap in eV: 4.158
LUMO level in eV: 3.262

Element x y z (Å)
Ba (-0.62356, -1.63297, -0.65046)
C (-1.08266, -4.36937, 4.92114)
C (-1.58766, -3.97107, 3.57564)
C (-2.73276, -4.44047, 2.97774)
C (-2.78256, -3.80887, 1.72014)
N (-1.72996, -2.99647, 1.60574)
N (-1.00246, -3.09657, 2.72294)
B (0.28534, -2.32337, 3.07364)
N (1.46554, -2.57147, 2.11314)
N (1.51264, -2.29957, 0.80474)
C (2.71844, -2.63887, 0.35174)
C (3.48524, -3.13247, 1.42294)
C (2.65354, -3.08277, 2.52044)
C (3.01044, -3.52807, 3.89924)
C (3.17044, -2.56517, -1.03416)
C (4.23944, -3.36187, -1.44946)
C (4.67164, -3.33147, -2.76146)
C (4.03894, -2.51967, -3.68816)
C (2.98304, -1.71707, -3.28896)
C (2.57394, -1.72737, -1.96896)
N (0.01484, -0.81587, 3.29714)
N (-0.31426, 0.06273, 2.34084)
C (-0.44296, 1.26443, 2.91834)
C (-0.16816, 1.14693, 4.29944)
C (0.11314, -0.18537, 4.49734)
C (0.42144, -0.81377, 5.81614)
C (-0.68956, 2.51213, 2.22254)
C (-1.02406, 3.67893, 2.92884)
C (-1.11376, 4.89533, 2.28704)
C (-0.84836, 4.99553, 0.92734)
C (-0.55516, 3.84313, 0.20804)
C (-0.49826, 2.61763, 0.83744)
C (-3.81536, -4.03797, 0.71164)
C (-3.90456, -3.30237, -0.46746)
C (-4.89886, -3.54977, -1.39506)
C (-5.83576, -4.54247, -1.16736)
C (-5.75226, -5.29677, -0.00836)
C (-4.75716, -5.04927, 0.91704)
H (-1.75506, -5.11137, 5.34584)
H (-1.03976, -3.51867, 5.59794)
H (-0.08546, -4.80097, 4.86454)
H (-3.42976, -5.13227, 3.40814)
H (0.64294, -2.73547, 4.12024)
H (4.50624, -3.45827, 1.41544)
H (4.04414, -3.86847, 3.89914)
H (2.37714, -4.35667, 4.20934)
H (2.90514, -2.72107, 4.62304)
H (4.72284, -4.02437, -0.74616)
H (5.50234, -3.95757, -3.06166)
H (4.36134, -2.50857, -4.71946)
H (2.45704, -1.10767, -4.01036)
H (1.78884, -1.06637, -1.64136)
H (-0.16206, 1.92273, 5.04364)
H (0.44474, -0.03517, 6.57784)
H (1.38184, -1.32597, 5.81574)
H (-0.34486, -1.54057, 6.08094)
H (-1.22766, 3.62723, 3.98804)
H (-1.37276, 5.78103, 2.85414)
H (-0.86506, 5.95583, 0.43304)
H (-0.34996, 3.89773, -0.85256)
H (-0.29116, 1.71273, 0.27944)
H (-3.17526, -2.53917, -0.67176)
H (-4.91866, -2.97857, -2.31236)
H (-6.61526, -4.74027, -1.89116)
H (-6.45986, -6.09697, 0.17314)
H (-4.70426, -5.66927, 1.80044)
S (-3.13226, -3.45217, -4.81066)
As (-1.48216, -2.62227, -3.78506)
S (-0.80736, -3.94547, -2.21596)
S (-2.10516, -0.76077, -2.85566)
S (0.12164, -2.26107, -5.12686)
C (-6.46416, -0.05037, 0.23794)
P (-4.60506, -0.15637, 0.05054)
C (-4.17976, 0.72943, 1.60704)
C (-3.58976, -0.06007, 2.58844)
C (-3.27656, 0.47013, 3.82654)
C (-3.54076, 1.80303, 4.09314)
C (-4.13186, 2.59613, 3.12334)
C (-4.45306, 2.06283, 1.88734)
C (-4.37566, 1.11153, -1.23936)
C (-3.32946, 2.02523, -1.18826)
C (-3.06366, 2.83653, -2.27606)
C (-3.81666, 2.72713, -3.43226)
C (-4.85646, 1.81403, -3.49086)
C (-5.13646, 1.01133, -2.40126)
H (-6.93066, -0.77947, -0.42146)
H (-6.83526, 0.94523, 0.00244)
H (-6.71326, -0.30617, 1.26544)
H (-3.37486, -1.09707, 2.36584)
H (-2.81506, -0.15307, 4.58134)
H (-3.27096, 2.22853, 5.05214)
H (-4.34536, 3.63833, 3.32784)
H (-4.90906, 2.69193, 1.13584)
H (-2.70976, 2.07913, -0.30416)
H (-2.24856, 3.54323, -2.22756)
H (-3.57316, 3.32743, -4.29906)
H (-5.43606, 1.70843, -4.39896)
H (-5.92076, 0.26723, -2.46746)
N (2.36954, 1.94873, 2.08384)
C (2.82374, 0.70623, 1.76174)
N (3.23284, -0.05877, 2.82494)
O (3.00044, 0.35703, 0.60844)
H (1.93844, 2.07893, 2.98584)
H (1.89404, 2.41313, 1.32034)
H (2.73914, 0.05313, 3.69644)
H (3.43354, -1.01887, 2.57044)
C (2.75894, 1.86073, -5.72626)
Si (1.23234, 2.65063, -4.88846)
C (-0.17916, 1.40403, -4.79206)
C (0.65874, 4.16443, -5.93396)
C (1.82064, 3.39713, -3.23366)
Te (2.31414, 1.90183, -1.71686)
C (3.96064, 3.10703, -0.91786)
Si (5.60114, 2.28183, -1.37026)
C (6.93834, 2.89903, -0.13066)
C (5.57864, 0.39153, -1.22006)
C (6.06544, 2.76343, -3.16706)
H (2.47874, 1.35213, -6.64436)
H (3.19164, 1.11553, -5.06406)
H (3.53394, 2.58503, -5.96696)
H (-0.85686, 1.49493, -5.63756)
H (-0.77596, 1.50853, -3.88996)
H (0.18374, 0.37543, -4.80496)
H (0.44734, 3.87943, -6.95966)
H (1.39874, 4.95873, -5.96276)
H (-0.25406, 4.58803, -5.52606)
H (1.06264, 4.06663, -2.83326)
H (2.71444, 3.99293, -3.39836)
H (3.84924, 3.16723, 0.15884)
H (3.86654, 4.10983, -1.32246)
H (6.67884, 2.56573, 0.86984)
H (7.02224, 3.98073, -0.09656)
H (7.92334, 2.50353, -0.36166)
H (4.91184, 0.09663, -0.41886)
H (6.56234, -0.01737, -1.01086)
H (5.20334, -0.07667, -2.12306)
H (6.20344, 3.83413, -3.29266)
H (5.26684, 2.45893, -3.83666)
H (6.97804, 2.27473, -3.49856)

Löwdin population analysis, charges in e, atoms 1 to 6:
1 Ba 1.165
2 C -0.028
3 C -0.274
4 C 0.017
5 C -0.244
6 N 0.016

---

# 4
The following is a DFT calculation (ωB97M-V with the def2-TZVPD basis set) of a single C5H9NO molecule.

Frontier orbital gap in eV: 10.741
Relative energy (zero: lowest compared OMol25 entry of this formula, charge and spin) in eV: 2.021
LUMO level in eV: 1.060

Element x y z (Å)
C (1.08731, 1.29144, 0.53456)
C (1.11535, -0.22303, 0.53197)
N (0.30725, -0.91399, 1.54306)
C (-0.04599, -1.04674, 0.12820)
C (-1.33728, -0.39592, -0.30537)
C (-1.22918, 0.30693, -1.63571)
O (-0.34764, 0.11255, -2.43619)
H (0.39518, 1.65635, 1.29990)
H (2.07863, 1.69912, 0.75749)
H (0.78210, 1.68904, -0.44045)
H (2.08512, -0.65982, 0.29400)
H (0.77562, -1.74848, 1.88753)
H (0.18586, -1.98942, -0.36666)
H (-1.67355, 0.31449, 0.45761)
H (-2.14596, -1.13610, -0.39766)
H (-2.03282, 1.04359, -1.85226)

Löwdin population analysis, charges in e, atoms 1 to 6:
1 C -0.052
2 C -0.324
3 N 0.052
4 C -0.301
5 C -0.124
6 C -0.268